No. 1
C30H48CrI2N2O2P2 | the ωB97M-V functional and the def2-TZVPD basis

ORCA input file:
```
! wB97M-V def2-TZVPD RIJCOSX def2/J DEFGRID3
* xyz 0 5
Cr -1.12255 -0.49379 -0.28304
C 0.49578 -1.66762 2.92453
C -0.89508 -1.13981 3.26718
C -1.92831 -2.26715 3.17501
P -1.35096 0.18500 2.06723
C -2.90632 0.93128 2.76022
C -3.04996 0.88619 4.28077
C -3.05306 2.36673 2.25988
C -0.05352 1.43983 2.12988
C 0.30516 2.10670 3.30285
C 1.31006 3.05388 3.34489
C 1.66887 3.78450 4.61138
C 1.97917 3.30842 2.14529
C 1.66034 2.66117 0.97210
C 0.62529 1.70011 0.91232
N 0.31785 0.96748 -0.21212
C 1.04409 1.12042 -1.40504
C 1.16495 2.34093 -2.07295
C 1.85534 2.43950 -3.27209
C 2.45402 1.32807 -3.85127
C 3.21691 1.42366 -5.14645
C 2.32428 0.10703 -3.19435
C 1.61971 -0.02332 -2.00412
P 1.41420 -1.60764 -1.09002
C 3.08217 -1.64335 -0.24052
C 3.27267 -2.87965 0.64853
C 3.29589 -0.37161 0.57821
C 1.62228 -2.94633 -2.36887
C 0.64533 -2.80386 -3.53686
C 1.35162 -4.30713 -1.71264
H 0.74085 -2.52557 3.55384
H 1.26077 -0.90501 3.06939
H 0.52356 -1.99519 1.88033
H -0.88438 -0.71636 4.27593
H -1.94158 -2.69448 2.17054
H -2.94029 -1.92351 3.39432
H -1.68060 -3.05591 3.88804
H -3.70246 0.32498 2.31500
H -2.26642 1.46295 4.77330
H -3.02960 -0.12707 4.67743
H -4.00667 1.33252 4.56132
H -4.05610 2.73973 2.47717
H -2.32686 3.01895 2.74700
H -2.88752 2.43551 1.18637
H -0.21681 1.86145 4.22202
H 1.17609 3.33668 5.47424
H 1.36644 4.83296 4.56376
H 2.74494 3.76407 4.79178
H 2.79054 4.02870 2.13618
H 2.24003 2.87307 0.08506
H 0.72610 3.22553 -1.62477
H 1.93140 3.40280 -3.76338
H 3.28207 2.45506 -5.48934
H 2.73620 0.83802 -5.93217
H 4.23233 1.04155 -5.03114
H 2.79385 -0.76749 -3.63408
H 3.82512 -1.65692 -1.04556
H 2.36123 -3.13799 1.19060
H 4.05017 -2.68477 1.38938
H 3.58583 -3.75005 0.07403
H 2.53892 -0.26482 1.35385
H 3.26542 0.52176 -0.04315
H 4.27357 -0.41003 1.06322
H 2.64961 -2.91757 -2.74877
H -0.37466 -2.96734 -3.18327
H 0.84499 -3.57861 -4.27998
H 0.71130 -1.83996 -4.04228
H 0.34846 -4.32722 -1.27992
H 2.06418 -4.55097 -0.92962
H 1.40156 -5.09609 -2.46631
N -1.51486 -0.33029 -2.46879
C -2.92603 -0.69621 -2.73803
C -3.12217 -2.19125 -2.54766
C -2.63678 -2.75105 -1.20136
O -2.42661 -3.94809 -1.11667
O -2.51194 -1.89654 -0.23434
H -1.34643 0.63736 -2.73144
H -0.90229 -0.88662 -3.05552
H -3.22371 -0.39858 -3.74835
H -3.54519 -0.14650 -2.03025
H -2.62310 -2.75553 -3.33733
H -4.18468 -2.43344 -2.62337
I -2.31181 3.11087 -1.62697
C -4.40644 3.42045 -1.46202
I -5.48526 1.79425 -0.62184
H -4.79921 3.59483 -2.45418
H -4.55130 4.27333 -0.81218
*
```

Values from the calculation:
Total energy = -102168.253 eV
Maximum force = 0.15 eV Å⁻¹
ΔE to the lowest compared entry with this formula, charge and spin = 0.00 kcal/mol
Kohn-Sham gap (spin up / spin down) = 6.340 / 6.604 eV
HOMO energy (spin up / spin down) = -6.63 / -6.91 eV
LUMO level (spin up / spin down) = -0.29 / -0.30 eV

No. 2
C30H48F24N6O16S8 | the ωB97M-V functional and the def2-TZVPD basis

ORCA input file:
```
! wB97M-V def2-TZVPD RIJCOSX def2/J DEFGRID3
* xyz -2 1
C 2.98267 0.11595 4.05884
C 3.01332 -0.83524 2.89352
C 1.96653 -1.90995 3.20585
C 1.98066 -2.98517 2.07096
N 0.81417 -3.94857 2.18126
C 0.89435 -4.99790 3.29437
C 2.03939 -5.93200 2.80063
C 1.98549 -5.85585 1.29365
C 0.85223 -4.85578 0.95269
C -0.51367 -3.13413 2.19071
C -0.79416 -2.15427 0.97508
C -2.31963 -1.73425 0.87062
H 3.61368 -0.35126 4.84090
H 2.07587 0.25272 4.63179
H 3.46930 1.11883 3.85124
H 3.93827 -1.34127 2.89506
H 2.85056 -0.49106 1.92354
H 1.01406 -1.33745 3.26609
H 2.22483 -2.28444 4.21076
H 2.90266 -3.53598 2.15561
H 1.91289 -2.57910 1.09035
H -0.03181 -5.64442 3.25765
H 1.09610 -4.54439 4.25148
H 2.02190 -6.91110 3.21109
H 2.99707 -5.50238 3.17322
H 1.68558 -6.78026 0.73305
H 2.91233 -5.55249 0.82364
H -0.11397 -5.34073 1.00891
H 0.93746 -4.29124 -0.00439
H -0.49465 -2.60072 3.10210
H -1.29016 -3.93614 2.16285
H -0.47838 -2.61805 -0.01516
H -0.33277 -1.15499 1.12979
H -2.82314 -1.45594 1.77853
H -2.93742 -2.58112 0.49259
H -2.39136 -0.88461 0.20171
C -0.43570 1.45102 1.95645
C 0.46947 1.27503 0.73790
C -0.26966 1.50483 -0.60329
C -0.64866 2.93027 -0.74061
N -1.25730 3.29528 -2.07758
C -0.31413 2.87352 -3.14815
C 0.63442 4.08121 -3.34997
C -0.02317 5.29541 -2.63167
C -1.39845 4.84163 -2.22620
C -2.56388 2.64512 -2.36534
C -3.68302 3.05080 -1.39408
C -4.39291 1.91745 -0.65453
H -1.27664 2.11199 1.73140
H 0.02049 2.02912 2.75391
H -0.77354 0.50159 2.41652
H 1.09905 0.35174 0.65506
H 1.18472 2.08104 0.75561
H -1.10546 0.83957 -0.70969
H 0.32980 1.07040 -1.41557
H 0.15207 3.69686 -0.66388
H -1.36621 3.20359 0.04984
H -0.93063 2.79528 -4.03528
H 0.20280 1.99996 -2.89314
H 0.81541 4.11318 -4.43302
H 1.52361 3.80796 -2.84077
H -0.10999 6.19048 -3.25847
H 0.64940 5.59816 -1.86447
H -2.12908 5.01276 -3.05645
H -1.67390 5.27564 -1.26205
H -2.42576 1.54010 -2.33735
H -2.89550 2.94104 -3.43077
H -4.41825 3.59590 -1.92061
H -3.29592 3.84544 -0.72468
H -4.97348 2.33936 0.13931
H -3.76719 1.21431 -0.09369
H -4.99050 1.37885 -1.35841
C -1.96448 -8.06381 4.65593
F -0.90906 -8.92115 4.74833
F -2.92880 -8.62881 5.33703
F -1.69305 -6.86532 5.20130
S -2.27014 -7.72617 2.82085
O -0.86988 -7.77996 2.31313
O -3.17952 -8.80532 2.38743
N -2.73610 -6.28099 2.85166
S -4.21819 -5.67320 2.41890
O -3.96974 -4.44922 1.78792
O -5.19882 -6.61091 1.94569
C -4.82651 -5.27315 4.14261
F -6.07264 -4.84597 4.22553
F -4.65096 -6.38648 4.83266
F -3.99492 -4.36868 4.74594
C -1.70260 0.57785 -7.24229
F -1.32646 1.31587 -8.27927
F -1.97329 -0.61348 -7.67182
F -0.79440 0.59105 -6.30863
S -3.29188 1.25554 -6.57806
O -4.13797 1.13143 -7.73195
O -3.59325 0.47331 -5.37491
N -2.84720 2.66179 -6.13420
S -3.40280 4.12007 -6.10888
O -4.66301 4.26616 -6.77941
O -3.14405 4.76172 -4.86806
C -2.11067 5.04681 -7.13545
F -1.03300 5.09267 -6.31793
F -1.74605 4.45027 -8.26267
F -2.54634 6.31570 -7.37824
C 0.79441 5.24141 4.82657
F 1.87692 5.81086 5.26524
F 1.01431 3.88967 4.84348
F -0.20150 5.48488 5.67287
S 0.41842 5.26105 2.94515
O 1.37655 4.35776 2.33799
O -0.94955 4.78826 2.89338
N 0.61991 6.83629 2.68655
S 0.52951 7.26027 1.10949
O -0.00072 6.19721 0.26984
O 0.05187 8.63774 1.03469
C 2.33241 7.34609 0.38890
F 2.90472 6.19001 -0.00123
F 2.11632 7.93098 -0.75954
F 3.20629 8.00402 1.23148
C 7.10655 -3.48025 -1.86802
F 6.62926 -4.43890 -2.71302
F 8.17922 -3.92389 -1.20745
F 7.51655 -2.48132 -2.65265
S 5.81717 -2.80087 -0.69808
O 5.46093 -3.94879 0.10965
O 6.43770 -1.64031 -0.15351
N 4.73230 -2.50182 -1.89237
S 3.54025 -1.54949 -1.52148
O 2.50600 -1.67714 -2.50564
O 3.17659 -1.47725 -0.12661
C 4.15482 0.14621 -2.03087
F 3.24366 1.07317 -1.74876
F 5.23930 0.39107 -1.29932
F 4.34300 0.18428 -3.34681
*
```

Values from the calculation:
Total energy = -225489.634 eV
Maximum force = 4.55 eV Å⁻¹
Kohn-Sham gap = 9.814 eV
HOMO energy = -6.46 eV
LUMO level = 3.35 eV